The following is a DFT calculation (ωB97M-V/def2-TZVPD) of one molecule with the formula C5H6.

The geometry in XYZ format:
```
11
Properties=species:S:1:pos:R:3:mulliken_charge:R:1
C 0.2861 0.9845 -2.2703 0.024
C 0.4851 0.3742 -1.2472 -0.376
C 0.7166 -0.0611 0.1210 -0.492
C -0.5676 -0.0755 0.9860 -0.067
C -0.8260 -1.0373 1.9161 -0.753
H 0.1125 1.5633 -3.1623 0.378
H 1.0659 -1.1338 0.0987 0.244
H 1.4841 0.5372 0.6557 0.266
H -1.3171 0.7507 0.7869 0.269
H -1.7335 -0.9435 2.5023 0.247
H -0.1767 -1.8837 2.0856 0.260
```

Results
Molecular weight, g mol⁻¹: 66.10
HOMO-LUMO gap, eV: 10.842
Electronic energy, eV: -5279.354
Net charge: 0
Energy above the lowest of the compared OMol25 structures with the same formula, charge and spin, kJ/mol: 178.0
Structure (SMILES): C#CCC=C
F_max, eV/Å: 2.5

=====

The following is a DFT calculation (ωB97M-V/def2-TZVPD) of a 3-piece molecular cluster, C12H33BBrO11P2S overall.

The geometry in XYZ format:
```
61
Properties=species:S:1:pos:R:3:mulliken_charge:R:1
C -3.2063 -5.6343 -3.5725 -1.535
C -3.3036 -4.2452 -4.2078 -0.294
C -4.3854 -3.3862 -3.5390 -0.602
S -3.8796 -2.0977 -2.3989 0.405
C -2.0918 -2.0043 -2.3068 -0.180
C -1.3599 -3.1601 -1.6128 -0.527
C -0.3754 -3.9023 -2.5206 -0.965
Br 1.1747 -4.4567 -1.4955 -0.141
O -4.3297 -2.7662 -0.9957 -0.411
B -4.0056 -1.9888 0.1669 0.527
O -3.7973 -2.6531 1.3159 -0.394
O -3.7794 -0.6501 0.0696 -0.435
H -2.3496 -6.1760 -3.9605 0.378
H -4.0947 -6.1993 -3.8399 0.430
H -3.1381 -5.5628 -2.4896 0.347
H -2.3385 -3.7547 -4.2688 0.307
H -3.6268 -4.3827 -5.2372 0.474
H -5.0167 -2.9033 -4.2773 0.452
H -5.0270 -4.0363 -2.9463 0.361
H -1.9117 -1.0632 -1.7989 -0.639
H -1.7725 -1.8723 -3.3395 0.922
H -2.0805 -3.8625 -1.1974 0.559
H -0.8108 -2.7617 -0.7665 0.554
H -0.7973 -4.8272 -2.8851 0.250
H -0.0232 -3.2773 -3.3309 0.524
H -4.0491 -3.5771 1.2480 0.309
H -4.5194 -0.0585 -0.0655 0.317
C 1.5854 1.1241 0.6822 -0.512
O 0.9051 1.7808 -0.4102 -0.222
P 0.2900 0.9482 -1.6063 0.841
O 0.1966 -0.4982 -1.3527 -0.337
O 1.0790 1.3759 -2.8935 -0.378
C 2.4970 1.1353 -2.9249 -0.672
O -1.0900 1.6508 -1.9101 -0.442
C -2.0309 1.7246 -0.8312 -0.622
H 2.6486 1.0518 0.4629 0.279
H 1.4523 1.7302 1.5739 0.200
H 1.1774 0.1318 0.8611 0.262
H 2.7420 0.1672 -2.4860 0.314
H 3.0142 1.9302 -2.3895 0.258
H 2.8006 1.1434 -3.9665 0.253
H -1.9799 2.6974 -0.3454 0.347
H -1.8542 0.9408 -0.0974 0.268
H -3.0185 1.5923 -1.2662 0.168
C 2.9096 3.7913 6.4448 -0.638
O 3.5479 4.6021 5.4469 -0.316
P 3.9269 3.9879 4.0259 1.122
O 3.3113 2.6859 3.7555 -0.615
O 5.4971 4.0381 3.9530 -0.380
C 6.2368 3.2943 4.9299 -0.640
O 3.5788 5.1475 3.0212 -0.360
C 2.2340 5.6403 3.0012 -0.646
H 3.6617 3.3287 7.0830 0.273
H 2.2850 4.4479 7.0451 0.252
H 2.2934 3.0206 5.9864 0.319
H 5.7744 2.3244 5.1188 0.315
H 6.2999 3.8657 5.8558 0.258
H 7.2345 3.1424 4.5309 0.244
H 2.1563 6.5057 3.6569 0.248
H 1.5232 4.8754 3.3168 0.308
H 2.0095 5.9352 1.9801 0.262
```

Results
Molecular weight, g mol⁻¹: 538.12
HOMO-LUMO gap, eV: 9.041
Electronic energy, eV: -135635.043
Net charge: +1
Energy above the lowest of the compared OMol25 structures with the same formula, charge and spin, kJ/mol: 18.8
F_max, eV/Å: 0.7

=====

The following is a DFT calculation (ωB97M-V/def2-TZVPD) of a 15-piece molecular cluster, C3H37NO15S overall.

The geometry in XYZ format:
```
57
Properties=species:S:1:pos:R:3:mulliken_charge:R:1
C 1.8310 -2.1977 -0.1226 -0.167
O 0.7498 -3.1376 -0.6169 -0.508
C 1.9575 -1.2384 -1.4557 -0.334
C 3.3967 -0.5608 -1.4608 -0.805
S 3.5232 0.4569 0.0773 -0.172
N 0.8664 -0.3418 -1.4866 -0.196
H 1.3692 -1.7280 0.8259 0.093
H 2.7014 -2.9278 0.1121 0.117
H -0.0358 -2.7346 -0.3515 0.237
H 1.8944 -1.8929 -2.4318 0.267
H 3.5070 0.2752 -2.2019 0.388
H 4.0804 -1.3448 -1.5913 0.534
H 4.6571 1.1492 -0.3249 0.097
H 0.7031 0.1804 -0.5658 0.178
H -0.0571 -0.7554 -1.8031 0.233
H 3.5396 -1.9506 3.6225 0.295
H 3.0705 -0.8242 2.7474 0.305
O 3.4163 -1.7868 2.6963 -0.612
H 1.3787 -2.8159 2.7682 0.396
H 0.2357 -2.5169 1.8342 0.203
O 0.4677 -3.1660 2.4058 -0.619
H -2.2668 3.0644 0.6111 0.261
H -2.0943 1.8252 1.4716 0.424
O -1.9696 2.8094 1.4670 -0.616
H -2.4274 -2.2586 2.7598 0.302
H -2.1717 -1.6971 4.2239 0.319
O -2.7525 -1.8737 3.5354 -0.613
H -3.2728 2.3880 -1.8039 0.296
H -1.9277 2.8393 -2.6057 0.349
O -2.8368 2.5616 -2.6467 -0.716
H 0.5343 4.0574 -2.8891 0.245
H 0.8328 3.0147 -4.1007 0.280
O 0.5050 3.2613 -3.2657 -0.550
H -3.8355 0.2427 -2.5142 0.298
H -2.2374 0.8331 -2.5395 0.416
O -2.9305 0.2385 -2.0347 -0.726
H 0.1055 -1.6307 3.6273 0.406
H 0.5225 -0.3473 4.3706 0.312
O -0.3470 -0.8716 4.0455 -0.689
H 0.7683 0.8653 -3.0485 0.451
H 1.8049 0.1902 -3.9893 0.255
O 1.2238 0.9168 -3.8517 -0.660
H -0.2020 1.3968 3.2252 0.347
H 1.0603 2.3268 3.8504 0.260
O 0.7277 1.4771 3.6333 -0.607
H -3.2913 0.9742 -0.4741 0.394
H -3.6636 0.3893 0.8100 0.301
O -3.4331 1.1596 0.3854 -0.642
H -3.1083 -1.9889 0.8160 0.307
H -2.1696 -1.2398 -0.3806 0.247
O -2.3913 -1.3726 0.5755 -0.581
H -2.0766 -1.8998 -2.8675 0.254
H -1.4885 -1.3579 -4.1919 0.316
O -1.3225 -1.8914 -3.3398 -0.569
H 0.5233 3.2249 1.3214 0.299
H 1.0058 4.5446 1.7606 0.318
O 1.3499 3.6868 1.3770 -0.613
```

Results
Molecular weight, g mol⁻¹: 359.39
HOMO-LUMO gap, eV: 8.815
Electronic energy, eV: -46744.845
Net charge: 0
Energy above the lowest of the compared OMol25 structures with the same formula, charge and spin, kJ/mol: 828.9
F_max, eV/Å: 6.2